Molecular formula: C78H201N15O24
Method: DFT, wB97M-V/def2-TZVPD

Element x y z (Å)
C1 7.308 -6.046 -5.325
O1 7.757 -5.443 -4.136
C2 7.400 -4.069 -4.006
C3 5.896 -3.831 -4.015
N1 5.365 -4.525 -2.896
C4 3.943 -4.272 -2.654
C5 3.699 -2.828 -2.206
O2 2.435 -2.734 -1.515
C6 2.118 -1.387 -1.273
H1 7.829 -5.573 -6.174
H2 6.254 -5.807 -5.567
H3 7.534 -7.085 -5.243
H4 7.908 -3.559 -4.819
H5 7.848 -3.660 -3.069
H6 5.403 -4.085 -4.986
H7 5.679 -2.738 -3.969
H8 5.631 -5.486 -2.865
H9 3.670 -4.918 -1.796
H10 3.368 -4.494 -3.555
H11 3.704 -2.179 -3.046
H12 4.503 -2.416 -1.635
H13 2.898 -0.726 -0.800
H14 1.274 -1.297 -0.536
H15 1.836 -0.939 -2.213
C7 -0.653 -0.964 -3.963
O3 -0.601 0.379 -3.462
C8 -1.133 0.677 -2.166
C9 -1.314 2.161 -2.166
N2 -2.312 2.646 -3.135
C10 -2.382 4.088 -3.170
C11 -3.184 4.506 -4.432
O4 -3.411 5.900 -4.379
C12 -2.244 6.702 -4.373
H16 -0.292 -0.977 -4.977
H17 -1.704 -1.404 -4.056
H18 -0.151 -1.654 -3.308
H19 -0.508 0.320 -1.343
H20 -2.121 0.226 -2.096
H21 -0.370 2.690 -2.527
H22 -1.540 2.518 -1.168
H23 -1.972 2.311 -4.043
H24 -1.353 4.496 -3.275
H25 -2.873 4.429 -2.276
H26 -4.188 3.991 -4.391
H27 -2.693 4.182 -5.391
H28 -1.733 6.611 -5.363
H29 -1.638 6.377 -3.530
H30 -2.679 7.684 -4.394
C13 -0.133 4.930 5.582
O5 -1.484 4.555 5.353
C14 -1.688 3.141 5.461
C15 -3.180 2.792 5.381
N3 -3.763 3.612 4.319
C16 -5.178 3.609 4.086
C17 -5.558 4.471 2.933
O6 -5.266 5.797 3.370
C18 -5.671 6.787 2.446
H31 -0.086 5.983 5.179
H32 0.596 4.280 5.109
H33 0.174 4.877 6.665
H34 -1.243 2.811 6.402
H35 -1.160 2.624 4.662
H36 -3.661 3.009 6.353
H37 -3.369 1.764 5.163
H38 -3.407 4.525 4.466
H39 -5.775 4.001 4.931
H40 -5.660 2.634 3.859
H41 -6.628 4.302 2.730
H42 -4.959 4.167 2.067
H43 -6.528 6.479 1.806
H44 -4.847 6.964 1.735
H45 -5.972 7.712 2.921
C19 -1.425 -6.751 1.643
O7 -0.340 -5.869 2.004
C20 0.273 -5.235 0.958
C21 1.519 -4.521 1.471
N4 2.329 -5.343 2.286
C22 3.188 -6.304 1.628
C23 4.323 -6.720 2.505
O8 3.872 -7.443 3.651
C24 4.834 -8.044 4.470
H46 -2.235 -6.250 1.117
H47 -1.750 -7.123 2.573
H48 -1.001 -7.573 1.117
H49 -0.391 -4.518 0.433
H50 0.639 -5.977 0.258
H51 1.144 -3.747 2.138
H52 2.135 -4.007 0.700
H53 1.781 -5.800 2.969
H54 3.565 -5.860 0.703
H55 2.604 -7.181 1.338
H56 4.796 -5.769 2.823
H57 5.039 -7.373 2.014
H58 5.535 -8.682 3.966
H59 4.307 -8.606 5.256
H60 5.544 -7.255 4.893
C25 -6.674 -0.952 0.953
O9 -5.803 -0.162 0.234
C26 -5.046 0.663 1.102
C27 -4.595 1.912 0.390
N5 -5.758 2.754 0.151
C28 -5.478 3.923 -0.614
C29 -6.769 4.476 -1.159
O10 -7.259 3.653 -2.254
C30 -8.366 4.318 -2.936
H61 -7.394 -0.328 1.453
H62 -6.145 -1.526 1.688
H63 -7.178 -1.581 0.246
H64 -4.138 0.152 1.429
H65 -5.641 0.973 2.014
H66 -4.149 1.627 -0.567
H67 -3.909 2.579 0.873
H68 -6.399 2.186 -0.443
H69 -4.819 3.698 -1.476
H70 -4.875 4.659 -0.057
H71 -6.585 5.520 -1.436
H72 -7.505 4.509 -0.341
H73 -9.247 4.407 -2.362
H74 -8.551 3.706 -3.798
H75 -8.073 5.320 -3.265
C31 8.607 -0.785 -3.455
O11 7.369 -0.546 -2.786
C32 7.564 -0.669 -1.409
C33 6.642 0.282 -0.715
N6 7.137 1.655 -0.807
C34 6.309 2.692 -0.215
C35 6.511 2.818 1.283
O12 6.218 1.589 1.899
C36 6.195 1.614 3.261
H76 8.361 -0.838 -4.533
H77 9.067 -1.723 -3.171
H78 9.350 -0.041 -3.189
H79 8.668 -0.549 -1.119
H80 7.296 -1.665 -1.230
H81 6.590 0.007 0.333
H82 5.671 0.138 -1.234
H83 7.421 1.886 -1.757
H84 5.226 2.474 -0.376
H85 6.556 3.584 -0.765
H86 5.947 3.650 1.669
H87 7.600 3.052 1.482
H88 7.194 1.950 3.689
H89 5.991 0.637 3.690
H90 5.516 2.357 3.758
C37 -1.968 -5.905 7.780
O13 -3.148 -6.208 7.067
C38 -3.312 -7.485 6.575
C39 -4.517 -7.525 5.576
N7 -4.270 -6.763 4.400
C40 -5.442 -6.286 3.666
C41 -5.053 -5.254 2.609
O14 -4.445 -4.115 3.216
C42 -5.363 -3.318 3.927
H91 -1.053 -6.202 7.221
H92 -1.951 -6.421 8.764
H93 -1.954 -4.811 7.889
H94 -3.433 -8.185 7.423
H95 -2.415 -7.834 6.066
H96 -5.472 -7.080 6.011
H97 -4.782 -8.535 5.373
H98 -3.733 -5.930 4.721
H99 -6.141 -5.753 4.285
H100 -5.995 -7.089 3.200
H101 -5.917 -4.960 2.009
H102 -4.310 -5.575 1.829
H103 -4.905 -2.307 3.954
H104 -5.530 -3.633 4.930
H105 -6.324 -3.206 3.358
C43 0.130 -4.842 -2.624
O15 -0.866 -4.817 -3.612
C44 -2.215 -5.024 -3.123
C45 -3.112 -5.039 -4.363
N8 -2.804 -6.164 -5.324
C46 -3.714 -6.265 -6.476
C47 -5.010 -6.999 -6.226
O16 -5.769 -6.829 -7.434
C48 -6.937 -7.633 -7.381
H106 0.377 -5.852 -2.348
H107 -0.222 -4.226 -1.693
H108 1.046 -4.449 -3.058
H109 -2.531 -4.181 -2.489
H110 -2.275 -6.012 -2.702
H111 -3.074 -4.075 -4.900
H112 -4.164 -5.150 -4.012
H113 -1.888 -5.964 -5.656
H114 -3.136 -6.734 -7.225
H115 -4.009 -5.221 -6.792
H116 -5.506 -6.525 -5.389
H117 -4.925 -8.096 -6.046
H118 -7.626 -7.400 -8.176
H119 -7.550 -7.480 -6.468
H120 -6.631 -8.724 -7.476
C49 1.818 2.318 -0.809
O17 1.783 1.175 0.100
C50 2.035 1.341 1.495
C51 1.072 0.465 2.274
N9 -0.210 1.034 1.983
C52 -1.307 0.464 2.738
C53 -1.632 -0.955 2.334
O18 -2.010 -0.977 0.912
C54 -2.675 -2.147 0.605
H121 2.814 2.766 -0.885
H122 1.026 3.085 -0.499
H123 1.523 2.009 -1.847
H124 1.759 2.379 1.840
H125 3.082 0.988 1.663
H126 1.262 0.496 3.380
H127 1.095 -0.558 1.904
H128 -0.346 0.815 0.997
H129 -2.193 1.103 2.713
H130 -0.963 0.417 3.852
H131 -2.473 -1.334 2.902
H132 -0.809 -1.612 2.566
H133 -3.756 -1.945 0.492
H134 -2.630 -2.992 1.342
H135 -2.306 -2.498 -0.379
C55 0.093 -2.030 7.754
C56 -0.636 -1.199 6.755
C57 -1.571 -2.058 5.955
O19 -0.786 -2.851 5.074
C58 -1.501 -4.008 4.717
N10 -1.281 -0.057 7.421
H136 -0.654 -2.293 8.510
H137 0.987 -1.626 8.251
H138 0.332 -3.000 7.252
H139 0.052 -0.751 6.009
H140 -2.275 -1.430 5.423
H141 -2.120 -2.757 6.716
H142 -2.150 -3.909 3.853
H143 -2.077 -4.343 5.554
H144 -0.836 -4.837 4.449
H145 -2.002 0.404 6.861
H146 -1.809 -0.384 8.226
C59 4.755 3.185 -3.765
C60 5.633 1.974 -4.211
C61 5.138 1.518 -5.617
O20 3.736 1.341 -5.752
C62 3.135 0.312 -4.993
N11 7.039 2.380 -4.249
H147 3.716 2.809 -3.614
H148 4.686 3.995 -4.526
H149 5.117 3.572 -2.779
H150 5.605 1.121 -3.542
H151 5.622 0.566 -5.910
H152 5.543 2.298 -6.298
H153 2.082 0.638 -4.962
H154 3.566 0.201 -3.999
H155 3.361 -0.651 -5.516
H156 7.229 3.228 -4.844
H157 7.619 1.602 -4.509
C63 1.261 4.981 -5.767
C64 0.616 3.618 -5.524
C65 0.521 2.833 -6.788
O21 -0.215 3.535 -7.752
C66 -0.831 2.671 -8.728
N12 1.308 2.852 -4.506
H158 0.840 5.499 -6.631
H159 2.314 4.776 -5.971
H160 1.074 5.581 -4.837
H161 -0.452 3.834 -5.200
H162 0.041 1.892 -6.536
H163 1.556 2.590 -7.101
H164 -1.562 2.009 -8.255
H165 -0.059 2.028 -9.205
H166 -1.267 3.303 -9.475
H167 2.273 2.627 -4.730
H168 0.728 2.101 -4.201
C67 4.366 -1.803 2.880
C68 4.080 -2.212 4.267
C69 3.508 -0.964 4.952
O22 4.421 0.093 5.184
C70 3.816 1.026 6.029
N13 3.181 -3.358 4.346
H169 4.933 -0.900 2.810
H170 3.516 -1.636 2.229
H171 4.986 -2.562 2.346
H172 5.042 -2.480 4.696
H173 3.065 -1.335 5.899
H174 2.672 -0.594 4.358
H175 4.425 1.947 6.109
H176 3.745 0.570 7.069
H177 2.758 1.155 5.717
H178 3.363 -3.953 5.163
H179 3.116 -3.956 3.528
C71 0.459 9.290 -3.910
C72 -0.115 8.814 -2.622
C73 0.888 7.750 -2.009
O23 0.629 6.503 -2.644
C74 1.548 5.486 -2.363
N14 -0.102 9.945 -1.594
H180 1.269 9.981 -3.721
H181 -0.292 9.829 -4.481
H182 0.837 8.502 -4.529
H183 -1.126 8.431 -2.787
H184 0.757 7.641 -0.909
H185 1.892 8.107 -2.189
H186 1.355 5.076 -1.384
H187 2.519 5.989 -2.380
H188 1.464 4.715 -3.159
H189 -0.575 9.697 -0.730
H190 -0.515 10.740 -2.064
C75 0.155 5.177 1.610
C76 -1.194 4.973 2.271
C77 -2.021 6.164 1.792
O24 -1.347 7.371 2.371
C78 -2.256 8.297 2.875
N15 -1.783 3.763 1.784
H191 -0.003 5.311 0.534
H192 0.798 4.334 1.842
H193 0.612 6.072 1.950
H194 -1.092 5.031 3.341
H195 -3.029 6.103 2.203
H196 -2.002 6.238 0.715
H197 -2.941 7.912 3.649
H198 -2.863 8.831 2.198
H199 -1.617 9.144 3.262
H200 -2.545 3.546 2.423
H201 -1.053 3.029 1.716

Results
HOMO energy: -8.30 eV
charge: 0
electronic energy: -5718.89581 a.u.
LUMO energy: 0.5 eV
energy above the lowest of the compared OMol25 structures with the same formula, charge and spin: 71.83 kcal per mole

Here are the Löwdin charges for atoms 1 to 8, given in e: -0.11, -0.19, -0.21, -0.24, -0.06, -0.17, -0.20, -0.20